8
Properties=species:S:1:pos:R:3:forces:R:3 method="wB97M-V/def2-TZVPD" relative_energy_kcal_mol=78.1 total_charge=0 orbital_gap_ev=9.0 e_homo_ev=-10.295
O 0.5598 0.3548 -1.4411 0.2 -0.1 -0.1
O 2.3510 1.2288 0.0095 0.2 0.1 0.5
P -1.4193 -0.6427 0.0368 -0.7 -0.6 -0.1
S -0.2276 0.6142 1.2546 0.6 0.0 -0.1
S 1.2333 0.3806 -0.1812 0.8 -1.2 -0.4
Cl 1.9606 -1.6952 0.0746 -0.6 1.7 0.0
H -1.9990 0.3722 -0.7251 -0.2 0.2 -0.2
H -2.4589 -0.6126 0.9719 -0.3 -0.1 0.4